1.
A structure of composition C40H43BN8OsSSbSi2. Source: the Open Molecules 2025 dataset; level of theory: ωB97M-V/def2-TZVPD.

Values from the calculation:
HOMO-LUMO gap (spin up / spin down), eV: 8.26 / 6.71
<S²>: 0.76
Largest force on an atom, eV Å⁻¹: 0.883
Total charge: +2
2S+1: 2
HOMO level (spin up / spin down), eV: -13.8 / -13.8

Each line ends with the Mulliken spin population.
Cartesian coordinates (Å):
Os: -0.00491 -0.06447 -0.72036  0.836
C: -2.45226 1.92929 2.18155  0.003
C: -2.19860 0.90480 1.28678  0.008
N: -1.06619 1.14992 0.61649  0.008
N: -0.59358 2.34977 1.04518  -0.009
C: -1.40306 2.81167 2.00780  0.028
B: 0.70256 2.92263 0.37970  -0.015
N: 1.83320 1.91580 0.70000  -0.012
C: 2.97581 2.07002 1.39388  0.000
C: 3.66818 0.87631 1.37302  -0.002
C: 2.86656 0.00893 0.63952  -0.021
N: 1.76103 0.64085 0.23694  -0.001
N: 0.47696 2.91744 -1.15376  -0.016
C: 0.52520 3.94100 -2.01823  0.008
C: 0.28448 3.45336 -3.28850  -0.005
C: 0.10247 2.08648 -3.11083  0.001
N: 0.21812 1.77511 -1.81840  0.026
N: 0.99874 4.32813 0.81400  -0.001
C: 0.12248 5.37567 0.87443  0.000
C: 0.84672 6.53373 0.90169  0.000
C: 2.18777 6.10643 0.82218  0.000
N: 2.27695 4.79403 0.74464  0.000
H: -3.27474 2.01975 2.86863  0.000
H: -2.74112 -0.01239 1.11732  0.000
H: -1.18736 3.73693 2.51277  0.002
H: 3.22374 3.02685 1.81773  0.000
H: 4.62011 0.66570 1.82786  0.000
H: 3.01969 -1.02617 0.39101  0.007
H: 0.72752 4.94396 -1.67828  0.001
H: 0.25183 4.01038 -4.20767  0.000
H: -0.10676 1.31590 -3.83561  -0.001
H: -0.94351 5.22616 0.87009  0.000
H: 0.47298 7.53998 0.97315  0.000
H: 3.08430 6.70579 0.82169  0.000
C: 1.25447 -2.97824 1.25901  0.009
Si: -0.05156 -1.61497 1.26399  -0.006
C: 0.24630 -0.64867 2.84082  -0.001
C: -1.65891 -2.57182 1.23032  0.011
C: -2.29081 -3.18277 2.31263  0.000
C: -3.32196 -4.08546 2.09512  -0.001
C: -3.72386 -4.41068 0.80241  0.000
C: -3.11058 -3.81274 -0.28413  0.000
C: -2.09213 -2.87520 -0.06925  -0.001
Si: -1.28984 -1.88858 -1.38975  -0.022
C: -2.03708 -0.08770 -1.82762  0.006
C: -1.40022 -2.68596 -3.06125  -0.001
H: 0.92897 -3.69996 2.01437  0.001
H: 2.23723 -2.62186 1.57034  0.001
H: 1.35019 -3.51361 0.31504  -0.002
H: 0.57178 -1.33708 3.62437  0.000
H: -0.62170 -0.10654 3.20886  0.000
H: 1.05619 0.07171 2.69656  0.001
H: -1.97226 -2.97150 3.32704  0.000
H: -3.81005 -4.55681 2.93848  0.000
H: -4.51804 -5.12914 0.64968  0.000
H: -3.43368 -4.06219 -1.28800  0.000
H: -2.96160 -0.63123 -1.54951  0.000
H: -1.97233 -0.11645 -2.91410  -0.001
H: -2.22750 0.93834 -1.54337  -0.003
H: -2.44500 -2.93258 -3.27045  0.000
H: -0.83126 -3.61504 -3.10443  -0.001
H: -1.03452 -2.01950 -3.84121  0.001
S: 1.38101 -1.53296 -1.88102  0.134
Sb: 3.30992 -0.65185 -2.96749  0.022
C: 3.34541 -1.63474 -4.80227  0.008
C: 2.22894 -1.58714 -5.63381  0.003
C: 2.27393 -2.21933 -6.86574  0.003
C: 3.42406 -2.89530 -7.25528  0.000
C: 4.53130 -2.94371 -6.42056  0.000
C: 4.49815 -2.31230 -5.18485  -0.001
C: 3.40993 1.40935 -3.26907  0.007
C: 3.54755 2.26262 -2.17684  -0.004
C: 3.72308 3.62052 -2.39442  0.001
C: 3.77561 4.11143 -3.69457  0.000
C: 3.64245 3.25592 -4.77769  -0.001
C: 3.45253 1.89532 -4.57224  -0.002
C: 4.94087 -1.23021 -1.80218  -0.005
C: 4.92582 -2.46224 -1.15213  0.005
C: 6.01604 -2.83479 -0.38096  0.002
C: 7.10686 -1.98117 -0.26325  0.000
C: 7.11572 -0.75575 -0.91375  0.000
C: 6.02959 -0.37084 -1.68811  -0.001
H: 1.32754 -1.06798 -5.32604  -0.002
H: 1.41500 -2.18797 -7.52246  0.000
H: 3.45533 -3.38960 -8.21689  0.000
H: 5.42183 -3.47398 -6.72910  0.000
H: 5.36322 -2.35322 -4.53327  0.000
H: 3.55055 1.87876 -1.16629  0.000
H: 3.81730 4.28585 -1.54505  0.001
H: 3.92688 5.16961 -3.86413  0.000
H: 3.69821 3.64332 -5.78643  0.000
H: 3.36672 1.22596 -5.42020  0.000
H: 4.07423 -3.12805 -1.23914  -0.005
H: 6.01699 -3.79091 0.12497  0.000
H: 7.95670 -2.27665 0.33739  0.000
H: 7.96935 -0.09782 -0.82111  0.000
H: 6.04200 0.58864 -2.19114  0.000

Cartesian forces (eV/Å) of the 6 atoms listed first:
0.293 0.469 -0.551
-0.072 -0.023 0.044
0.025 -0.061 0.025
-0.199 0.051 0.040
0.098 -0.168 0.024
0.108 0.140 -0.080

2.
A structure of composition C40H43N2O4PS3TaTe in a non-equilibrium geometry. Source: the Open Molecules 2025 dataset; level of theory: ωB97M-V/def2-TZVPD.

Values from the calculation:
HOMO-LUMO gap, eV: 5.75
Largest force on an atom, eV Å⁻¹: 1.666
Total charge: +3
HOMO level, eV: -15.5

Each line ends with the Mulliken charge.
Cartesian coordinates (Å):
Ta: -1.02162 1.26793 -0.70407  0.655
C: -2.88313 3.80030 1.10658  -0.909
C: -4.09629 3.19541 0.40863  -0.843
S: -3.77515 1.51119 -0.22220  0.336
C: -4.55516 1.52196 -1.85078  -0.826
C: -4.01625 2.56498 -2.81168  -0.884
S: -2.18908 2.57899 -2.88106  0.283
C: -1.85264 4.35503 -2.68520  -1.136
C: -1.92615 4.90082 -1.26242  -0.775
S: -1.36395 3.78806 0.08836  0.289
H: -3.06697 4.84159 1.37416  0.671
H: -2.63033 3.26838 2.02179  0.327
H: -4.91753 3.13020 1.12302  0.602
H: -4.43676 3.81619 -0.41765  0.426
H: -4.39779 0.50811 -2.22094  0.240
H: -5.63062 1.64685 -1.71437  0.662
H: -4.36836 2.35808 -3.82207  0.571
H: -4.34289 3.57029 -2.55104  0.548
H: -0.88970 4.55698 -3.15096  0.441
H: -2.57094 4.87760 -3.31854  0.645
H: -1.32643 5.80703 -1.18137  0.625
H: -2.94845 5.17456 -1.01171  0.470
N: 0.64186 2.50621 -2.04351  0.114
C: 2.03803 2.65334 -1.65612  -0.281
C: 2.81492 3.67267 -2.18098  -0.683
C: 4.16036 3.72886 -1.85056  -0.835
C: 4.71863 2.76996 -1.01332  -0.929
C: 3.92864 1.76646 -0.48124  -0.209
C: 2.57072 1.70847 -0.79942  0.174
P: 1.47535 0.49231 -0.03414  1.530
C: 1.82424 -1.09115 -0.82909  0.628
C: 1.31705 -2.26423 -0.27482  -0.200
C: 1.56254 -3.48252 -0.89072  -0.895
C: 2.31695 -3.53298 -2.05483  -0.866
C: 2.82991 -2.36501 -2.60464  -0.993
C: 2.58269 -1.14274 -1.99900  -1.105
C: 2.12968 0.48635 1.64650  1.250
C: 2.84289 -0.59172 2.15898  -0.424
C: 3.56778 -0.43540 3.33309  -0.809
C: 3.60479 0.79330 3.97500  -0.645
C: 2.89310 1.87330 3.46145  -1.065
C: 2.15208 1.71970 2.30460  -0.433
H: 0.36024 3.39350 -2.44305  -0.085
H: 0.61079 1.83996 -2.81778  0.421
H: 2.38997 4.40737 -2.85579  0.541
H: 4.77701 4.52106 -2.25278  0.454
H: 5.76947 2.81744 -0.76334  0.507
H: 4.35624 1.04179 0.20052  0.537
H: 0.77947 -2.23409 0.66095  0.354
H: 1.18492 -4.39493 -0.44672  0.588
H: 2.52382 -4.48580 -2.52423  0.496
H: 3.44016 -2.40784 -3.49711  0.503
H: 3.00060 -0.23951 -2.42598  0.465
H: 2.86200 -1.54480 1.64645  0.450
H: 4.12188 -1.27442 3.73225  0.526
H: 4.19247 0.91470 4.87536  0.451
H: 2.92520 2.83275 3.96034  0.500
H: 1.62328 2.57402 1.89165  0.344
C: 1.14406 -3.94994 5.37770  -1.610
C: 0.53402 -2.87359 4.53183  0.380
C: -0.17701 -3.17739 3.37356  -0.900
C: -0.74542 -2.19197 2.57607  0.275
C: -1.65460 -2.60954 1.45222  -1.525
C: -0.51732 -0.85647 2.93712  0.944
Te: -1.50996 0.66066 1.82456  0.323
C: 0.07564 -0.51148 4.15512  0.613
C: 0.05189 0.87122 4.74442  -1.899
C: 0.61265 -1.54026 4.91856  -0.557
H: 0.98627 -4.93658 4.94764  0.379
H: 0.70925 -3.94199 6.37790  0.379
H: 2.21749 -3.79239 5.49090  0.347
H: -0.33102 -4.21632 3.10554  0.431
H: -1.52315 -3.66545 1.21752  0.432
H: -1.49297 -2.03563 0.53989  0.095
H: -2.69934 -2.47194 1.74401  0.457
H: -0.06412 1.65932 3.99958  0.326
H: 0.96569 1.07583 5.29777  0.402
H: -0.77951 0.94521 5.44863  0.385
H: 1.08916 -1.28953 5.85990  0.472
O: -2.07039 -0.40895 -1.32594  -0.317
C: -1.21088 -0.76457 -2.22974  0.486
O: -0.32039 0.13052 -2.42151  -0.473
C: -1.25714 -2.04587 -2.88406  0.570
C: -0.40995 -2.32634 -3.96328  -0.394
C: -0.45491 -3.57294 -4.55809  -0.996
C: -1.31076 -4.55057 -4.06129  -0.493
C: -2.11795 -4.25459 -2.97388  -0.529
C: -2.12977 -3.01401 -2.38333  -0.047
N: -2.99192 -5.30554 -2.40303  1.065
O: -3.51825 -5.04756 -1.33917  -0.591
O: -3.08400 -6.33588 -3.01943  -0.573
H: 0.26715 -1.56615 -4.32917  0.531
H: 0.17861 -3.79581 -5.40500  0.498
H: -1.36073 -5.53736 -4.50232  0.573
H: -2.78395 -2.82305 -1.54566  0.746

Cartesian forces (eV/Å) of the 6 atoms listed first:
-0.080 1.040 -1.299
-0.028 -0.086 -0.096
0.116 -0.031 0.038
0.179 0.119 0.188
0.041 0.058 -0.113
0.002 -0.077 0.071

3.
A structure of composition C40H43N5O3PPtSe. Source: the Open Molecules 2025 dataset; level of theory: ωB97M-V/def2-TZVPD.

Values from the calculation:
HOMO-LUMO gap, eV: 7.68
Largest force on an atom, eV Å⁻¹: 0.815
Total charge: +1
HOMO level, eV: -10.6

Each line ends with the Mulliken charge.
Cartesian coordinates (Å):
Pt: -0.24119 0.57091 0.39159  1.360
O: -1.56833 -0.80515 -1.35750  -0.273
N: -1.09314 -1.86587 -1.80421  -0.899
N: 0.14310 -2.06596 -1.48119  1.333
O: 0.81725 -1.23125 -0.66802  -0.907
C: 0.83370 -3.20271 -2.00190  0.334
C: 1.73371 -3.88316 -1.19527  -0.605
C: 2.39557 -4.98458 -1.71391  -0.660
C: 2.15454 -5.39768 -3.01748  -0.534
C: 1.25348 -4.70361 -3.81080  -0.839
C: 0.59176 -3.59271 -3.30947  -0.060
H: 1.92108 -3.55927 -0.18108  0.382
H: 3.09742 -5.52603 -1.09407  0.414
H: 2.67119 -6.26138 -3.41407  0.401
H: 1.06938 -5.01962 -4.82914  0.408
H: -0.10831 -3.03464 -3.91570  0.679
O: 0.31814 -2.03145 1.66105  -0.626
N: 0.07913 -0.72702 1.99523  0.304
C: -0.18782 -0.61243 3.23824  -0.442
C: -0.33788 0.61943 4.00207  1.251
C: -0.20943 0.47529 5.38730  -0.981
C: -0.33443 1.56299 6.22974  -0.722
C: -0.61000 2.81561 5.69932  -0.776
C: -0.74319 2.96705 4.33084  -0.499
C: -0.60450 1.87732 3.47112  -0.112
P: -0.77449 2.22941 1.70649  0.400
C: -2.50850 2.73768 1.55220  1.053
C: -3.43955 2.20872 2.44614  -0.726
C: -4.78828 2.49755 2.30839  -0.792
C: -5.22090 3.31568 1.27593  -0.631
C: -4.30360 3.83431 0.37331  -1.074
C: -2.95585 3.54200 0.50309  -0.047
C: 0.29714 3.67690 1.49108  1.238
C: -0.16565 4.98374 1.38994  -0.277
C: 0.73751 6.03191 1.25964  -0.856
C: 2.09966 5.78078 1.24902  -0.638
C: 2.56646 4.47713 1.37268  -0.643
C: 1.67093 3.42952 1.48596  -1.000
H: 0.60554 -1.92385 0.69725  0.469
H: -0.20873 -1.54376 3.79501  0.467
H: -0.00751 -0.50537 5.79920  0.428
H: -0.22644 1.43439 7.29810  0.421
H: -0.72155 3.67288 6.34934  0.460
H: -0.95853 3.94761 3.92376  0.419
H: -3.11929 1.56760 3.25727  0.357
H: -5.49874 2.08280 3.01069  0.442
H: -6.27294 3.54604 1.17231  0.419
H: -4.63736 4.46706 -0.43836  0.456
H: -2.26393 3.94494 -0.22416  0.422
H: -1.22385 5.20070 1.43062  0.556
H: 0.37113 7.04638 1.17559  0.456
H: 2.80062 6.59910 1.14991  0.433
H: 3.63043 4.27895 1.37677  0.457
H: 2.03763 2.41155 1.56074  0.351
C: -0.54066 2.69544 -6.34971  -0.768
C: -1.98206 2.26515 -6.10410  -0.646
C: -2.34068 1.98410 -4.64508  -0.425
C: -1.85755 0.65289 -4.08786  -1.129
N: -0.40393 0.56409 -3.87652  1.839
C: 0.25749 1.06734 -2.82665  -2.346
Se: -0.56164 2.10162 -1.46313  -0.364
N: 1.55086 0.71235 -2.89763  1.753
C: 2.61818 1.03501 -1.93689  -0.921
C: 3.03702 2.49899 -1.90633  0.017
C: 3.55800 3.05252 -3.23428  -1.040
C: 2.47037 3.47015 -4.21946  -0.734
C: 1.71445 -0.12102 -3.99972  1.501
C: 2.83534 -0.76398 -4.51786  -1.006
C: 2.65307 -1.49875 -5.67107  -0.965
C: 1.40105 -1.58868 -6.29777  -0.969
C: 0.29130 -0.94342 -5.79177  -0.478
C: 0.47419 -0.20743 -4.62446  -0.325
H: -0.40604 3.02711 -7.37952  0.441
H: 0.17444 1.88909 -6.17901  0.038
H: -0.26744 3.52714 -5.69634  0.224
H: -2.21486 1.38104 -6.70758  0.244
H: -2.64494 3.05360 -6.46638  0.408
H: -3.42894 1.96512 -4.54692  0.451
H: -1.99159 2.79775 -4.00283  0.191
H: -2.11264 -0.14946 -4.78018  0.583
H: -2.31451 0.41594 -3.12863  0.304
H: 3.47338 0.43484 -2.24427  0.555
H: 2.30079 0.66110 -0.96561  -0.167
H: 3.83572 2.55026 -1.16013  0.577
H: 2.22406 3.11746 -1.52593  -0.113
H: 4.22027 2.31704 -3.70423  0.287
H: 4.18584 3.91923 -3.01773  0.410
H: 1.93935 2.61524 -4.63765  -0.075
H: 2.89329 4.02215 -5.05954  0.540
H: 1.73354 4.11540 -3.73412  0.259
H: 3.80602 -0.69965 -4.04731  0.523
H: 3.49685 -2.01754 -6.10522  0.464
H: 1.30551 -2.17455 -7.20193  0.476
H: -0.66775 -1.00245 -6.28730  0.439

Cartesian forces (eV/Å) of the 6 atoms listed first:
0.459 -0.671 0.063
-0.268 -0.381 0.171
0.339 0.255 -0.065
-0.263 0.186 -0.041
-0.019 0.213 0.121
-0.048 0.095 0.027

Which of these has the highest largest force on an atom?
C40H43N2O4PS3TaTe